Record 1
99
Properties=species:S:1:pos:R:3:mulliken_spin:R:1 method="wB97M-V/def2-TZVPD" total_charge=-1 multiplicity=2 gap_ha="0.1895 / 0.0601" homo_energy_ev="-7.3 / -7.3" largest_force_ev_per_a=14.129
K 2.886 -2.195 -0.627 0.0001
K -3.845 1.002 1.048 -0.0001
K -1.661 3.007 -0.865 -0.0006
N 5.240 -2.047 0.919 0.0000
S 4.880 -1.907 2.559 0.0000
O 5.517 -0.802 3.228 0.0000
O 4.491 -3.041 3.356 0.0000
F 3.438 -1.124 2.409 0.0000
S 6.270 -3.163 1.160 0.0000
O 5.712 -4.532 1.237 0.0000
O 7.516 -2.863 1.834 0.0000
F 6.831 -3.252 -0.382 0.0000
N 3.879 -0.250 -2.475 0.0000
S 4.090 -1.387 -3.700 0.0000
O 4.608 -0.927 -5.018 0.0000
O 3.172 -2.512 -3.652 0.0000
F 5.243 -2.263 -3.045 0.0000
S 3.138 0.805 -3.233 0.0000
O 2.047 0.378 -4.061 0.0000
O 3.831 2.007 -3.630 0.0000
F 2.247 1.405 -1.958 0.0000
N -4.634 -0.790 3.052 0.0000
S -4.673 0.510 4.143 0.0000
O -3.979 1.763 3.741 0.0000
O -4.790 0.141 5.543 0.0000
F -6.277 0.800 3.748 0.0000
S -3.336 -1.309 3.719 0.0000
O -3.385 -2.140 4.971 0.0000
O -2.190 -0.487 3.586 0.0000
F -3.114 -2.241 2.474 0.0000
N -0.757 0.848 0.556 0.0000
S 0.405 1.069 1.427 0.0008
O 1.728 0.744 0.803 0.0001
O 0.322 1.062 2.896 0.0000
F 0.470 2.653 1.213 -0.0006
S -0.562 -0.820 0.461 0.0001
O -0.347 -1.733 1.587 0.0000
O 0.228 -1.140 -0.795 0.0000
F -2.134 -1.150 0.070 0.0000
N 0.580 7.696 1.002 0.5545
S -0.840 8.212 1.051 -0.0991
O -1.412 8.282 2.388 0.2438
O -1.637 8.247 -0.216 0.2185
F -0.391 9.760 1.026 -0.0027
S 0.052 6.099 1.063 -0.0331
O -0.758 5.574 -0.013 0.0212
O 0.150 5.376 2.332 0.0826
F 1.465 5.584 0.587 0.0054
C -5.345 2.217 -5.654 0.0000
O -5.935 1.215 -4.729 0.0000
P -5.429 -0.358 -4.584 0.0000
O -6.409 -1.226 -3.804 0.0000
O -5.163 -0.702 -6.132 0.0000
C -5.489 -1.972 -6.622 0.0000
O -4.033 -0.093 -3.876 0.0000
C -3.054 -1.137 -3.606 0.0000
H -4.461 1.841 -6.169 0.0000
H -5.012 3.155 -5.208 0.0000
H -6.076 2.252 -6.461 0.0000
H -4.580 -2.306 -7.122 0.0000
H -6.260 -1.754 -7.361 0.0000
H -5.915 -2.706 -5.938 0.0000
H -3.365 -2.126 -3.942 0.0000
H -2.809 -1.195 -2.545 0.0000
H -2.078 -1.102 -4.091 0.0000
C 0.471 -4.517 -3.422 -0.0001
O 0.261 -5.711 -2.615 0.0000
P 0.129 -5.406 -1.066 0.0000
O 1.130 -4.539 -0.509 0.0000
O -0.043 -6.845 -0.320 0.0000
C -0.861 -7.765 -0.956 0.0000
O -1.369 -4.818 -0.926 0.0000
C -2.052 -4.885 0.331 -0.0001
H 1.401 -4.597 -3.984 0.0000
H 0.530 -3.546 -2.930 0.0001
H -0.330 -4.465 -4.160 0.0000
H -1.660 -7.934 -0.234 0.0000
H -0.362 -8.716 -1.143 0.0000
H -1.370 -7.376 -1.838 0.0000
H -2.108 -3.929 0.851 0.0001
H -1.507 -5.461 1.078 0.0000
H -3.076 -5.256 0.280 0.0000
C 4.903 4.127 5.515 0.0000
O 3.556 3.671 5.292 0.0014
P 2.642 4.323 4.097 -0.0013
O 2.195 5.688 4.374 0.0070
O 1.464 3.138 3.990 0.0013
C 0.329 3.353 4.823 0.0011
O 3.651 4.260 2.782 0.0001
C 4.328 3.069 2.376 -0.0001
H 5.438 4.492 4.638 0.0000
H 5.585 3.391 5.939 0.0001
H 4.618 4.962 6.154 0.0001
H -0.116 2.434 5.203 0.0000
H -0.384 3.935 4.240 -0.0003
H 0.568 3.907 5.731 0.0001
H 5.291 3.051 2.885 0.0000
H 4.522 2.943 1.311 0.0000
H 3.929 2.068 2.539 0.0001

Record 2
56
Properties=species:S:1:pos:R:3:mulliken_charge:R:1 method="wB97M-V/def2-TZVPD" total_charge=0 relative_energy_kj_mol=89.4 gap_ha=0.3494 homo_energy_ev=-9.3 largest_force_ev_per_a=3.963
C -5.888 2.744 2.972 -1.1146
C -5.426 2.734 1.483 -0.2131
C -4.347 1.649 1.335 -0.8634
N -3.948 1.436 -0.080 -0.3040
C -2.921 0.426 -0.185 0.1398
C -2.080 0.684 -1.481 -1.4940
C -0.614 1.066 -1.132 -0.7492
C 0.337 -0.176 -1.118 -0.3503
C 1.563 0.180 -1.995 -0.8869
N 2.604 -0.849 -1.965 -0.3512
C 3.319 -0.856 -0.742 0.3914
N 3.546 0.169 -0.064 -0.6143
N 3.789 -2.143 -0.302 -0.5050
O -3.439 -0.925 -0.306 -0.4577
C -3.507 -1.607 0.862 0.4537
O -4.487 -2.124 1.161 -0.3837
I -1.825 -1.867 2.166 -0.0030
H -5.148 2.186 3.568 0.3145
H -6.830 2.196 3.091 0.2865
H -5.951 3.756 3.383 0.3383
H -5.080 3.716 1.145 0.3036
H -6.258 2.427 0.830 0.2956
H -4.828 0.707 1.677 0.3273
H -3.481 1.801 1.991 0.3945
H -4.790 1.121 -0.558 0.3388
H -2.228 0.572 0.651 0.5986
H -2.018 -0.270 -2.026 0.4567
H -2.571 1.389 -2.158 0.3949
H -0.260 1.734 -1.934 0.3868
H -0.536 1.609 -0.180 0.5940
H 0.678 -0.372 -0.092 0.2053
H -0.168 -1.071 -1.501 0.2455
H 1.907 1.167 -1.644 0.4026
H 1.175 0.338 -3.012 0.4245
H 3.248 -0.624 -2.720 0.2488
H 4.066 -0.100 0.772 0.2391
H 3.548 -2.758 -1.082 0.2688
H 4.810 -2.087 -0.279 0.1358
C 2.200 -4.575 1.366 -0.3855
C 2.515 -4.977 2.743 0.2338
N 2.758 -5.287 3.809 -0.3688
H 1.121 -4.564 1.221 0.2534
H 2.597 -3.578 1.171 0.0067
H 2.645 -5.279 0.665 0.2666
C -0.665 4.940 -1.387 -0.4140
C -1.842 4.999 -0.513 0.3580
N -2.753 5.045 0.165 -0.3584
H -0.921 5.317 -2.376 0.2798
H 0.136 5.548 -0.970 0.2995
H -0.323 3.911 -1.475 -0.1014
C 7.875 -3.712 -0.701 -0.7482
C 7.531 -2.331 -1.068 0.3255
N 7.279 -1.259 -1.353 -0.3538
H 8.089 -4.289 -1.599 0.2687
H 8.752 -3.714 -0.057 0.2753
H 7.042 -4.172 -0.172 0.2678

Record 3
83
Properties=species:S:1:pos:R:3:mulliken_charge:R:1 method="wB97M-V/def2-TZVPD" total_charge=+1 relative_energy_kj_mol=0.0 gap_ha=0.2324 homo_energy_ev=-10.4 largest_force_ev_per_a=1.093
Sn 0.785 -0.053 -0.356 1.0916
C -3.728 -0.094 4.641 -1.4119
C -4.565 -0.873 3.658 1.1830
C -5.760 -1.426 4.116 -0.8605
C -6.589 -2.175 3.297 -0.7044
C -6.237 -2.393 1.975 -0.8108
C -5.050 -1.861 1.502 -1.3607
C -4.208 -1.096 2.315 1.0035
P -2.687 -0.558 1.451 0.1830
C -1.398 -0.521 2.754 1.3238
C -0.784 0.667 3.153 0.2364
C 0.130 0.686 4.193 -0.8366
C 0.459 -0.498 4.833 -0.9884
C -0.121 -1.688 4.420 -0.6991
C -1.053 -1.725 3.385 0.4644
C -1.696 -3.037 3.027 -2.0925
C -2.878 1.236 1.141 0.6188
C -3.824 2.028 1.785 -0.7069
C -3.870 3.399 1.576 -0.9213
C -2.970 3.997 0.707 -1.0872
C -2.057 3.220 0.019 -0.5538
C -2.010 1.840 0.212 1.4301
C -1.208 1.007 -0.723 -1.7078
H -4.347 0.234 5.476 0.5306
H -3.268 0.783 4.194 0.1552
H -2.918 -0.706 5.046 0.2300
H -6.044 -1.259 5.148 0.4355
H -7.507 -2.588 3.694 0.4044
H -6.873 -2.976 1.323 0.4332
H -4.755 -2.044 0.475 0.3521
H -1.047 1.604 2.680 0.2595
H 0.576 1.625 4.494 0.4445
H 1.168 -0.496 5.652 0.4544
H 0.141 -2.616 4.917 0.4892
H -1.005 -3.861 3.204 0.5732
H -2.003 -3.071 1.980 0.2656
H -2.588 -3.209 3.634 0.3143
H -4.537 1.566 2.454 0.4803
H -4.608 3.998 2.092 0.4655
H -2.998 5.066 0.544 0.4375
H -1.386 3.679 -0.694 0.4898
H -0.988 1.561 -1.633 0.9095
H -1.744 0.090 -0.967 0.7228
F 2.260 5.847 0.710 -0.1880
C 3.053 4.808 0.493 0.4207
F 4.141 4.909 1.238 -0.1865
F 3.397 4.778 -0.792 -0.2028
S 2.120 3.280 0.931 1.1945
O 1.006 3.228 0.024 -0.4168
O 1.871 3.326 2.341 -0.6634
N 3.197 2.177 0.504 -0.5235
S 3.419 0.852 1.275 0.8912
O 2.076 0.148 1.426 -0.7046
O 4.445 0.065 0.678 -0.6733
C 4.019 1.187 3.032 0.3629
F 4.868 0.221 3.333 -0.2018
F 3.032 1.201 3.895 -0.0785
F 4.651 2.345 3.013 -0.1940
F 1.014 -5.411 -0.331 -0.2241
C -0.267 -5.189 -0.669 0.5224
F -0.959 -5.030 0.467 -0.1422
F -0.724 -6.289 -1.273 -0.3053
C -0.386 -3.979 -1.563 -0.0667
C -0.908 -4.092 -2.837 -0.3951
C -1.009 -2.970 -3.653 -0.9744
C -0.572 -1.765 -3.154 -0.6376
N -0.057 -1.654 -1.925 0.2064
C 0.038 -2.724 -1.120 1.0449
S 0.721 -2.353 0.451 -0.5847
H -1.241 -5.058 -3.191 0.5655
H -1.417 -3.036 -4.651 0.4662
H -0.624 -0.850 -3.733 0.4651
I 1.589 2.074 -3.117 0.1908
C 2.913 0.562 -2.624 0.1697
C 4.085 0.416 -3.339 -0.6324
C 4.905 -0.667 -3.059 -0.3397
C 4.523 -1.575 -2.086 -0.9730
C 3.358 -1.348 -1.390 -0.1092
N 2.564 -0.294 -1.645 0.2770
H 4.339 1.130 -4.107 0.4923
H 5.828 -0.801 -3.606 0.4416
H 5.126 -2.436 -1.841 0.4859
H 3.035 -2.008 -0.597 0.5808